# C30H42N4O4

An isolated molecule of C30H42N4O4 (wB97M-V/def2-TZVPD, the OMol25 dataset).

Calculated values
Calculated total energy (Ha): -1688.39961
Molar mass (g/mol): 522.690
F_max (eV/A): 0.684
E_HOMO (eV): -8.3
Energy relative to the best compared isomer or geometry (same formula, charge and spin) (kJ/mol): 1.4
Gap between HOMO and LUMO (eV): 8.849

Each atom is followed by the atoms it is bonded to, with distances in Å.
Positions of all 80 atoms, in Å:
1 C -6.506 -5.048 -1.089  C2 1.523, H39 1.088, H40 1.088, H41 1.088
2 C -5.905 -3.648 -1.069  C1 1.523, C3 1.526, H42 1.091, H43 1.092
3 C -4.438 -3.654 -1.491  C2 1.526, C4 1.530, H44 1.091, H45 1.092
4 C -3.818 -2.258 -1.401  C3 1.530, N5 1.452, H46 1.104, H47 1.093
5 N -3.907 -1.716 -0.056  C4 1.452, C6 1.449, C7 1.439
6 C -2.979 -2.348 0.861  N5 1.449, H48 1.098, H49 1.088, H50 1.091
7 C -3.953 -0.279 0.004  N5 1.439, C8 1.550, H51 1.095, H52 1.093
8 C -2.724 0.500 -0.527  C7 1.550, N9 1.443, H53 1.095, H54 1.093
9 N -1.585 0.453 0.358  C8 1.443, C10 1.349, C29 1.452
10 C -0.488 -0.297 0.123  N9 1.349, O11 1.216, C12 1.516
11 O -0.278 -0.978 -0.862  C10 1.216
12 C 0.458 -0.117 1.293  C10 1.516, C13 1.535, C27 1.559, H55 1.093
13 C 0.925 -1.392 2.008  C12 1.535, C14 1.521, C24 1.562, H56 1.095
14 C 2.426 -1.611 1.896  C13 1.521, O15 1.210, N16 1.358
15 O 3.182 -1.577 2.841  C14 1.210
16 N 2.771 -1.829 0.601  C14 1.358, C17 1.401, H57 1.015
17 C 4.035 -2.070 0.048  N16 1.401, C18 1.392, C23 1.391
18 C 4.116 -2.234 -1.332  C17 1.392, C19 1.381, H58 1.081
19 C 5.334 -2.477 -1.935  C18 1.381, C20 1.389, H59 1.081
20 C 6.499 -2.561 -1.183  C19 1.389, C21 1.498, C22 1.390
21 C 7.820 -2.847 -1.830  C20 1.498, H60 1.088, H61 1.087, H62 1.090
22 C 6.406 -2.395 0.194  C20 1.390, C23 1.382, H63 1.080
23 C 5.194 -2.151 0.812  C17 1.391, C22 1.382, H64 1.077
24 C 0.349 -1.117 3.433  C13 1.562, C25 1.515, O28 1.419, H65 1.085
25 C 1.034 0.107 4.005  C24 1.515, C26 1.328, H66 1.070
26 C 0.502 1.149 3.376  C25 1.328, C27 1.511, H67 1.071
27 C -0.452 0.530 2.381  C12 1.559, C26 1.511, O28 1.422, C29 1.521
28 O -0.930 -0.608 3.087  C24 1.419, C27 1.422
29 C -1.551 1.222 1.589  N9 1.452, C27 1.521, C30 1.540, H68 1.094
30 C -1.213 2.710 1.379  C29 1.540, O31 1.210, N32 1.344
31 O -1.552 3.550 2.181  C30 1.210
32 N -0.496 2.965 0.271  C30 1.344, C33 1.450, H69 1.009
33 C -0.027 4.289 -0.091  N32 1.450, C34 1.529, C38 1.529, H70 1.095
34 C -0.604 4.712 -1.442  C33 1.529, C35 1.526, H71 1.092, H72 1.093
35 C -0.109 6.107 -1.813  C34 1.526, C36 1.526, H73 1.091, H74 1.092
36 C 1.416 6.143 -1.850  C35 1.526, C37 1.526, H75 1.091, H76 1.092
37 C 1.991 5.715 -0.503  C36 1.526, C38 1.526, H77 1.091, H78 1.092
38 C 1.501 4.319 -0.132  C33 1.529, C37 1.526, H79 1.092, H80 1.094
39 H -6.444 -5.478 -2.087  C1 1.088
40 H -5.974 -5.702 -0.402  C1 1.088
41 H -7.552 -5.020 -0.792  C1 1.088
42 H -5.977 -3.227 -0.066  C2 1.091
43 H -6.470 -3.000 -1.743  C2 1.092
44 H -3.881 -4.348 -0.861  C3 1.091
45 H -4.351 -4.003 -2.522  C3 1.092
46 H -2.772 -2.309 -1.748  C4 1.104
47 H -4.368 -1.592 -2.070  C4 1.093
48 H -1.977 -2.464 0.429  C6 1.098
49 H -2.900 -1.768 1.778  C6 1.088
50 H -3.353 -3.340 1.117  C6 1.091
51 H -4.817 0.046 -0.584  C7 1.095
52 H -4.134 0.006 1.044  C7 1.093
53 H -3.006 1.548 -0.675  C8 1.095
54 H -2.404 0.075 -1.481  C8 1.093
55 H 1.296 0.524 1.005  C12 1.093
56 H 0.405 -2.266 1.603  C13 1.095
57 H 2.016 -1.812 -0.078  N16 1.015
58 H 3.218 -2.171 -1.931  C18 1.081
59 H 5.380 -2.603 -3.008  C19 1.081
60 H 8.610 -2.258 -1.370  C21 1.088
61 H 7.788 -2.626 -2.894  C21 1.087
62 H 8.075 -3.901 -1.709  C21 1.090
63 H 7.300 -2.456 0.797  C22 1.080
64 H 5.140 -2.024 1.880  C23 1.077
65 H 0.277 -1.989 4.075  C24 1.085
66 H 1.810 0.069 4.741  C25 1.070
67 H 0.708 2.197 3.454  C26 1.071
68 H -2.500 1.159 2.128  C29 1.094
69 H -0.268 2.213 -0.361  N32 1.009
70 H -0.390 4.960 0.694  C33 1.095
71 H -1.694 4.700 -1.394  C34 1.092
72 H -0.289 3.996 -2.207  C34 1.093
73 H -0.513 6.393 -2.786  C35 1.091
74 H -0.471 6.825 -1.074  C35 1.092
75 H 1.756 7.150 -2.095  C36 1.091
76 H 1.777 5.469 -2.630  C36 1.092
77 H 3.081 5.724 -0.543  C37 1.091
78 H 1.677 6.423 0.267  C37 1.092
79 H 1.899 4.026 0.841  C38 1.092
80 H 1.855 3.598 -0.875  C38 1.094